1.
Formula: C4H9N3
Source: the OMol25 dataset
Level of theory: wB97M-V/def2-TZVPD

```
16
Properties=species:S:1:pos:R:3:lowdin_charge:R:1
C 1.6326 -1.0262 0.0979 -0.3381
C 0.2138 -0.8319 -0.8449 -0.0974
C -1.7265 -0.7685 0.7976 0.0139
C 0.4839 1.8811 -0.2693 -0.1374
N 1.8167 -0.3283 1.0254 0.0674
N -0.6625 -0.1191 0.0045 -0.2616
N -0.3148 0.9906 0.5152 0.0088
H 2.1509 -1.8884 -0.4337 0.1066
H 0.5962 -0.1939 -1.5704 0.0696
H -0.2652 -1.7777 -1.0837 0.1081
H -1.6768 -1.7678 0.8045 0.0441
H -1.5725 -0.3504 1.7583 0.0798
H -2.7021 -0.3747 0.4739 0.1035
H 0.3586 2.8776 0.3610 0.1262
H 1.5428 1.7772 -0.3979 0.0588
H 0.1248 1.9004 -1.2382 0.0477
```

Properties
Relative energy (zero: lowest compared OMol25 entry of this formula, charge and spin): 509.0 kJ/mol
Calculated total energy: -321.89648 Ha
LUMO energy (alpha / beta): 0.23 / 0.28 eV

2.
Formula: C4H9N3
Source: the OMol25 dataset
Level of theory: wB97M-V/def2-TZVPD

```
16
Properties=species:S:1:pos:R:3:lowdin_charge:R:1
C 0.9467 -1.4196 -0.5089 0.0629
C 1.7855 0.6902 0.5367 -0.0726
N -1.6659 -0.3484 -0.4803 -0.0809
N -1.5795 -1.6198 -0.8669 -0.0320
C -0.6202 0.3778 -0.0803 -0.3270
C 0.7065 -0.1388 -0.1110 -0.3004
N -0.8829 1.6815 0.3580 0.1006
H -2.5739 0.0536 -0.2266 0.1546
H -2.5097 -2.0415 -0.8235 0.0222
H -0.2881 1.9942 1.1109 0.0739
H -1.8555 1.8712 0.5625 0.0835
H 0.4136 -1.9444 -1.2756 0.0253
H 1.9173 -1.8562 -0.3063 0.0556
H 2.7373 0.1604 0.4922 0.0757
H 1.8978 1.6501 0.0293 0.0829
H 1.5708 0.8896 1.5899 0.0756
```

Properties
Relative energy (zero: lowest compared OMol25 entry of this formula, charge and spin): 316.6 kJ/mol
Calculated total energy: -321.96975 Ha
LUMO energy (alpha / beta): 0.77 / 0.77 eV

3.
Formula: C4H9N3
Source: the OMol25 dataset
Level of theory: wB97M-V/def2-TZVPD

```
16
Properties=species:S:1:pos:R:3:lowdin_charge:R:1
C -2.2736 -0.2001 -0.6728 -0.1446
N -0.1430 0.5886 0.6513 0.0034
N -1.7189 0.3705 0.5442 -0.1237
C 0.6267 -0.4726 0.5216 -0.5595
C 1.9943 0.1699 0.3789 -0.1228
C 2.3754 0.9719 -0.6032 0.0094
N 0.2990 -1.6652 0.8350 0.1203
H -0.8095 1.5491 0.2511 0.2614
H -1.8987 -0.2682 1.3221 0.0942
H 1.0920 -2.2990 0.8597 0.0406
H 2.7272 -0.2632 1.0454 0.0954
H -2.9426 -1.0314 -0.4456 0.0776
H -1.5474 -0.6022 -1.3813 0.0728
H -2.8637 0.5206 -1.2421 0.0643
H 1.6673 1.4360 -1.2904 0.0595
H 3.4155 1.1952 -0.7740 0.0518
```

Properties
Relative energy (zero: lowest compared OMol25 entry of this formula, charge and spin): 508.7 kJ/mol
Calculated total energy: -321.89660 Ha
LUMO energy: 0.98 eV
SMILES string: [H]/N=C(\C=C)NNC

4.
Formula: C4H9N3
Source: the OMol25 dataset
Level of theory: wB97M-V/def2-TZVPD

```
16
Properties=species:S:1:pos:R:3:lowdin_charge:R:1
C -0.5239 -1.3074 -1.8436 -0.0599
C -0.1536 -0.7064 -0.5113 -0.5677
C 0.0348 -0.1866 1.6630 -0.2081
C -0.2818 1.2494 1.2073 -0.2715
H -0.8162 -2.4924 -1.7923 0.1185
H 0.4017 -1.2001 -2.4892 0.0717
H -1.5452 -0.9723 -2.4178 0.1182
H -0.4240 -0.6908 2.6953 0.1511
H 1.2616 -0.1726 1.5424 0.1521
H -1.1422 1.4861 0.6159 0.1121
H -0.1234 1.8881 2.1556 0.1417
H 1.6675 1.4627 0.6823 0.1139
H 0.6859 0.8181 -1.7021 0.1767
N -0.4489 -1.0592 0.6104 0.0393
N 0.7083 1.5307 0.2636 -0.0897
N 0.6994 0.3529 -0.6794 0.0014
```

Properties
Relative energy (zero: lowest compared OMol25 entry of this formula, charge and spin): 371.2 kJ/mol
Calculated total energy: -321.94899 Ha
LUMO energy: 1.01 eV
SMILES string: CC1=NCCNN1

5.
Formula: C4H9N3
Source: the OMol25 dataset
Level of theory: wB97M-V/def2-TZVPD

```
16
Properties=species:S:1:pos:R:3:lowdin_charge:R:1
C -0.6093 1.2591 1.2766 -0.0809
C 0.3411 0.0944 -0.7366 -0.3949
C -0.1463 0.0206 0.5504 -0.2633
N 0.2128 1.2380 -1.4990 0.1309
N 1.2185 -0.8222 -1.2788 0.1208
C -0.4079 -1.2498 1.1562 -0.2579
N -0.6565 -2.3677 0.5871 0.0499
H 0.9481 1.4169 -2.1659 0.0966
H -0.1633 2.0466 -1.0327 0.0818
H 1.2456 -1.7176 -0.8176 0.0807
H 1.2497 -0.8805 -2.2844 0.0963
H -0.4396 -2.5282 -0.3946 0.0218
H -0.5937 -1.2331 2.2302 0.0993
H 0.1525 2.0420 1.2550 0.0736
H -1.5232 1.6681 0.8404 0.0750
H -0.8285 1.0136 2.3135 0.0704
```

Properties
Relative energy (zero: lowest compared OMol25 entry of this formula, charge and spin): 104.6 kJ/mol
Calculated total energy: -322.05052 Ha
LUMO energy: 0.78 eV
SMILES string: [H]/N=C\C(C)=C(N)N

6.
Formula: C4H9N3
Source: the OMol25 dataset
Level of theory: wB97M-V/def2-TZVPD

```
16
Properties=species:S:1:pos:R:3:lowdin_charge:R:1
C -2.1081 -0.1167 -0.0718 0.0226
C -0.2090 -1.3844 -0.5473 0.1270
C -0.2155 0.2822 1.0210 0.0693
C 1.8777 -0.6009 0.5353 0.0500
N -1.4705 0.6142 0.8174 0.2592
N -1.5403 -1.0955 -0.7289 0.2368
N 0.4688 -0.6251 0.2585 -0.0245
H -3.1499 -0.0012 -0.1051 0.1737
H 0.4377 -2.1074 -1.2219 0.2551
H 0.4110 0.7137 1.7096 0.1456
H 0.5544 3.8599 -1.4944 0.0138
H 0.3111 3.8100 -0.7575 -0.0068
H 2.2172 -1.2559 1.3511 0.1452
H 2.4468 -0.8186 -0.4368 0.1631
H 2.1405 0.4516 0.8878 0.1509
H -2.1720 -1.7259 -1.2171 0.2191
```

Properties
Relative energy (zero: lowest compared OMol25 entry of this formula, charge and spin): 277.6 kJ/mol
Calculated total energy: -321.29470 Ha
LUMO energy: -11.34 eV
Charge: +2

7.
Formula: C4H9N3O
Source: the OMol25 dataset
Level of theory: wB97M-V/def2-TZVPD

```
17
Properties=species:S:1:pos:R:3:lowdin_charge:R:1
C -3.4935 -0.8833 -0.4102 -0.0192
C 0.1764 0.3218 0.7967 -0.3005
C 2.7277 -0.2178 -0.8328 -0.0420
C 2.5421 0.2998 0.6561 -0.1695
N -0.8593 -0.2308 0.3177 0.0449
N -1.8517 0.7407 0.1916 -0.0930
N -3.0293 0.3148 -0.2142 -0.1398
O 1.2947 -0.3328 1.1191 -0.1157
H -2.9168 -1.7155 -0.3566 0.0112
H -4.6341 -0.9265 -0.6480 0.0957
H 0.1105 1.4747 1.0646 0.1629
H 3.7036 -0.1855 -1.2854 0.0644
H 2.3569 -1.2459 -0.7082 0.0838
H 1.9892 0.2880 -1.3817 0.0466
H 2.2891 1.2975 0.6970 0.0644
H 3.3096 -0.0761 1.4057 0.1393
H -3.7151 1.0770 -0.4115 0.1667
```

Properties
Relative energy (zero: lowest compared OMol25 entry of this formula, charge and spin): 503.6 kJ/mol
Calculated total energy: -397.15884 Ha
LUMO energy: 1.00 eV

8.
Formula: C4H9N3O
Source: the OMol25 dataset
Level of theory: wB97M-V/def2-TZVPD

```
17
Properties=species:S:1:pos:R:3:lowdin_charge:R:1
C 0.9437 -1.4527 0.3862 -0.3820
C -0.3829 -1.3383 0.9108 -0.0338
C -0.7041 0.9160 -0.4415 -0.4998
N -1.4286 2.0149 -0.0478 0.0894
C 1.6810 0.2314 0.5849 -0.1179
O 1.0981 -1.7211 -0.9554 -0.0405
N 1.0843 1.2318 0.2649 0.1172
N -0.7033 0.3462 -1.5875 0.0731
H 0.4686 -1.1375 -1.4461 0.0560
H 1.6626 -2.0066 0.9830 0.1271
H -1.8296 2.5811 -0.7829 0.0927
H -1.0206 2.5531 0.7012 0.0838
H -1.2187 0.8420 -2.3119 0.0609
H 2.7007 0.1179 0.9309 0.1044
H -0.6806 -0.0478 0.4876 0.0813
H -0.4816 -1.3551 1.9905 0.0900
H -1.1889 -1.7752 0.3331 0.0982
```

Properties
Relative energy (zero: lowest compared OMol25 entry of this formula, charge and spin): 491.8 kJ/mol
Calculated total energy: -397.16334 Ha
LUMO energy: 0.02 eV

9.
Formula: C4H9N3O
Source: the OMol25 dataset
Level of theory: wB97M-V/def2-TZVPD

```
17
Properties=species:S:1:pos:R:3:lowdin_charge:R:1
C -1.6565 1.2020 -1.3337 -0.0806
O -0.4573 0.4208 -1.2433 -0.1446
N 0.3542 0.7107 -0.1489 -0.2299
N 0.2252 1.8986 0.3033 0.1375
H 0.9000 2.0021 1.0626 0.0793
H -1.4268 2.2463 -1.5388 0.0742
H -2.2354 1.1250 -0.4101 0.0841
H -2.1995 0.7510 -2.1627 0.0929
C -0.1458 -0.6835 1.2278 -0.2675
C 1.4089 -1.7416 0.7138 -0.0767
C 2.2009 -1.1747 -0.0808 -0.0527
N -1.3039 -1.1484 1.1105 0.0565
H -1.4677 -1.5589 0.1889 0.0530
H 0.1446 -0.1448 2.1347 0.0792
H 1.1508 -2.6583 1.2032 0.0651
H 1.4610 0.0464 -0.2994 0.0897
H 3.0472 -1.2928 -0.7271 0.0403
```

Properties
Relative energy (zero: lowest compared OMol25 entry of this formula, charge and spin): 886.0 kJ/mol
Calculated total energy: -397.01319 Ha
LUMO energy (alpha / beta): -0.46 / -0.46 eV

10.
Formula: C4H9N3O
Source: the OMol25 dataset
Level of theory: wB97M-V/def2-TZVPD

```
17
Properties=species:S:1:pos:R:3:lowdin_charge:R:1
C -1.5836 0.1232 -0.1061 -0.5213
C 1.0013 -0.3068 0.4690 -0.3110
C 1.8993 0.9261 -0.0917 -0.0343
C 2.0711 -0.7294 -0.3365 -0.1220
H -0.5358 1.8258 0.2695 0.0805
H -2.4241 2.0065 -0.0978 0.1554
H -3.6300 -0.3672 0.1967 0.1534
H -1.5999 -1.8368 0.1827 0.0793
H 0.7263 -0.5128 1.4846 0.1320
H 2.5224 1.5447 0.5845 0.0788
H 1.4892 1.4464 -0.9375 0.0581
H 3.0004 -1.2953 0.2279 0.1524
H 1.9210 -1.1672 -1.3482 0.1109
N -1.4562 1.5003 -0.0308 0.1224
N -2.5789 -0.6597 -0.1642 0.0630
N -0.2951 -0.5498 -0.3834 -0.0551
O -0.5276 -1.9480 0.0814 -0.1426
```

Properties
Relative energy (zero: lowest compared OMol25 entry of this formula, charge and spin): 533.5 kJ/mol
Calculated total energy: -397.14745 Ha
LUMO energy: 0.79 eV
SMILES string: [H]/N=C(\N)N(O)C1CC1

11.
Formula: C4H9N3O
Source: the OMol25 dataset
Level of theory: wB97M-V/def2-TZVPD

```
17
Properties=species:S:1:pos:R:3:lowdin_charge:R:1
C -2.0938 0.7569 0.1877 -0.2455
C -1.5641 -0.5841 -0.0364 -0.2613
C 1.3089 1.4226 -0.0959 -0.0567
C 0.0708 -0.5676 -0.8406 -0.0883
N -2.0686 -1.7063 0.2663 0.1240
N 1.8329 -0.7077 0.8949 0.0000
N 1.2417 -0.0793 -0.1866 -0.3296
O -2.0122 1.3490 1.2647 0.0439
H -2.6637 1.1401 -0.7151 0.1385
H 0.4123 1.7835 0.3658 0.0478
H 2.3048 1.6259 0.2991 0.0762
H 1.4258 1.9458 -1.1285 0.1058
H 0.1217 -1.5760 -1.2004 0.0826
H -0.1659 0.2677 -1.6115 0.1227
H -1.4392 -2.5174 0.0907 0.0588
H 1.3185 -0.8815 1.8236 0.1133
H 1.9704 -1.6717 0.6224 0.0680
```

Properties
Relative energy (zero: lowest compared OMol25 entry of this formula, charge and spin): 457.8 kJ/mol
Calculated total energy: -397.17627 Ha
LUMO energy: 0.44 eV
SMILES string: [H]/N=C(/C=O)CN(C)N

12.
Formula: C4H9N3O
Source: the OMol25 dataset
Level of theory: wB97M-V/def2-TZVPD

```
17
Properties=species:S:1:pos:R:3:lowdin_charge:R:1
C 0.0211 -1.1215 1.0269 -0.0975
C 0.1688 0.5329 -0.5262 -0.6025
C 1.0466 -0.5980 0.0747 -0.2390
N -2.4805 0.6028 0.4614 0.2126
N -0.4662 0.0419 -1.6921 0.0951
C 2.3351 -0.8231 -0.0966 0.0669
O -0.7871 0.1052 0.9046 -0.1797
N 0.4515 1.8275 -0.4775 0.0811
H -2.8617 0.3041 1.3582 0.0522
H -2.3350 1.6166 0.4683 0.0612
H -0.1921 0.5656 -2.5137 0.0849
H -1.4769 0.0371 -1.6042 0.0565
H 1.0175 2.0253 0.3492 0.0254
H 0.3578 -1.1991 2.0625 0.1245
H -0.5183 -2.0000 0.6636 0.1282
H 2.8937 -0.2430 -0.8164 0.0683
H 2.8255 -1.6742 0.3574 0.0618
```

Properties
Relative energy (zero: lowest compared OMol25 entry of this formula, charge and spin): 684.4 kJ/mol
Calculated total energy: -397.08996 Ha
LUMO energy (alpha / beta): -1.21 / -1.20 eV